(1)
41
Properties=species:S:1:pos:R:3 method="wB97M-V/def2-TZVPD" homo_ev=-2.58 e_lumo_ev=4.17 e_above_lowest_kj_mol=24.6 charge=-2 gap_ev=6.748
Na 0.990 1.725 0.473
O -1.426 -0.796 -0.356
C -2.462 0.091 -0.705
C -2.178 1.586 -0.573
N -1.424 1.988 0.600
C -1.864 1.396 1.857
C -0.782 1.494 2.972
O -1.215 1.631 4.132
O 0.416 1.380 2.601
C -1.416 3.449 0.698
C -0.481 4.134 -0.333
O -1.001 4.961 -1.105
O 0.732 3.795 -0.265
H -0.543 -0.417 -0.517
H -3.309 -0.172 -0.064
H -2.786 -0.080 -1.743
H -3.168 2.085 -0.605
H -1.632 1.942 -1.454
H -2.035 0.327 1.718
H -2.795 1.853 2.227
H -1.059 3.721 1.693
H -2.434 3.849 0.568
Cl 1.407 2.364 -3.422
C 2.839 1.471 -2.882
Cl 3.567 2.232 -1.455
H 3.574 1.495 -3.679
H 2.557 0.451 -2.625
O 2.276 -1.573 -2.192
C 1.741 -1.432 -1.076
O 1.337 -0.358 -0.554
C 1.442 -2.704 -0.283
C 1.758 -3.947 -0.821
C 1.502 -5.109 -0.107
C 0.927 -5.032 1.157
C 0.612 -3.793 1.697
C 0.866 -2.631 0.979
H 2.208 -3.974 -1.805
H 1.750 -6.076 -0.534
H 0.725 -5.938 1.718
H 0.162 -3.731 2.680
H 0.620 -1.658 1.385



(2)
75
Properties=species:S:1:pos:R:3 method="wB97M-V/def2-TZVPD" homo_ev=-3.74 e_lumo_ev=2.37 e_above_lowest_kj_mol=54.1 charge=-1 gap_ev=6.104
C 3.585 1.249 1.018
C 2.441 1.656 1.885
H 4.531 1.478 1.536
H 3.578 1.809 0.066
H 3.541 0.171 0.795
C 2.446 2.770 2.630
C 3.534 3.794 2.596
H 1.636 2.963 3.339
H 3.965 3.905 1.587
H 4.359 3.562 3.290
H 3.120 4.767 2.895
Cd -0.249 -1.028 -0.904
Cl 1.457 -2.397 0.308
Cl -1.749 0.085 -2.491
H -4.569 -4.575 -2.667
H -2.967 -6.642 -2.988
C -3.720 -3.927 -2.914
C -2.214 -5.886 -3.258
N -2.486 -4.624 -2.592
H -3.751 -3.001 -2.339
C -1.579 -4.065 -1.774
O -1.737 -2.951 -1.247
H -1.221 -6.234 -2.946
H -0.671 -4.673 -1.594
H -3.745 -3.702 -3.987
H -2.231 -5.767 -4.352
H 0.666 2.712 -0.932
H 0.677 4.596 1.163
C -0.294 3.165 -1.216
C -0.132 4.932 0.498
N -0.873 3.806 -0.050
H -0.949 2.383 -1.621
C -2.075 3.451 0.483
O -2.809 2.549 0.075
H -0.819 5.577 1.067
H -2.325 4.098 1.362
H -0.073 3.931 -1.976
H 0.333 5.503 -0.314
O 0.510 0.989 0.645
C 1.184 0.777 1.772
C -0.606 1.887 3.201
C 0.272 0.827 3.017
H -0.637 2.669 2.434
C -1.364 1.971 4.370
H 1.569 -0.257 1.688
C 0.389 -0.172 3.974
H -2.043 2.811 4.502
C -1.232 0.987 5.355
C -0.360 -0.087 5.151
H 1.091 -0.984 3.774
H -1.821 1.060 6.271
H -0.262 -0.868 5.901
Si 1.973 -1.001 -3.641
Cl 1.839 0.302 -1.930
C 0.800 -0.284 -4.906
C 1.555 -2.789 -3.244
C 3.779 -0.953 -4.097
H -0.186 -0.094 -4.445
H 0.643 -0.981 -5.747
H 1.186 0.666 -5.308
H 4.083 0.050 -4.420
H 3.972 -1.659 -4.917
H 4.371 -1.268 -3.226
H 0.954 -2.935 -2.335
H 2.491 -3.347 -3.090
H 1.010 -3.249 -4.080
N -2.600 -0.173 1.276
C -3.172 -0.490 2.462
C -2.532 -1.646 2.917
C -1.575 -1.965 1.937
N -1.629 -1.052 0.948
H -2.791 0.645 0.687
H -3.963 0.100 2.907
H -2.682 -2.162 3.846
H -0.845 -2.766 1.918



(3)
31
Properties=species:S:1:pos:R:3 method="wB97M-V/def2-TZVPD" homo_ev=-8.31 e_lumo_ev=0.73 e_above_lowest_kj_mol=31.1 smiles="O=C(COC(=O)C1CC1)c1c[nH]c2ccccc12" gap_ev=9.034
O 0.823 2.176 -0.454
C 0.175 1.338 0.131
C 0.842 0.411 1.155
O 2.200 0.187 0.821
C 2.416 -0.704 -0.161
O 1.540 -1.384 -0.638
C 3.834 -0.759 -0.574
C 4.582 0.544 -0.742
C 4.924 -0.358 0.387
C -1.270 1.200 -0.006
C -2.109 2.277 -0.183
N -3.397 1.864 -0.225
C -3.437 0.498 -0.123
C -4.525 -0.363 -0.159
C -4.268 -1.715 -0.085
C -2.959 -2.195 -0.009
C -1.876 -1.345 0.031
C -2.108 0.031 0.011
H 0.306 -0.535 1.248
H 0.850 0.929 2.119
H 4.028 -1.555 -1.280
H 4.036 1.449 -0.528
H 5.261 0.619 -1.578
H 4.622 -0.067 1.381
H 5.846 -0.918 0.347
H -1.845 3.316 -0.240
H -4.201 2.462 -0.322
H -5.532 0.016 -0.256
H -5.088 -2.417 -0.110
H -2.795 -3.262 0.009
H -0.873 -1.743 0.031



(4)
55
Properties=species:S:1:pos:R:3 method="wB97M-V/def2-TZVPD" homo_ev=-8.07 e_lumo_ev=-3.59 e_above_lowest_kj_mol=0.0 charge=+1 gap_ev=4.475
Cs 14.999 -12.648 9.067
Cs 20.004 -16.358 7.848
Cs 16.348 -19.733 1.810
S 15.465 -15.983 5.238
O 16.860 -16.324 4.844
O 14.464 -16.793 4.501
O 15.221 -16.290 6.638
O 15.181 -14.561 4.934
C 19.475 -16.708 -1.919
C 18.676 -15.726 -1.070
O 19.278 -14.960 -0.319
N 17.356 -15.812 -1.318
C 16.320 -15.043 -0.700
H 20.033 -16.234 -2.727
H 18.930 -17.565 -2.314
H 20.346 -16.998 -1.331
H 17.084 -16.471 -2.033
H 15.742 -15.738 -0.091
H 15.712 -14.516 -1.435
H 16.803 -14.350 -0.011
C 16.016 -21.041 8.568
C 16.065 -20.430 9.861
O 16.308 -21.163 10.819
N 15.818 -19.094 10.034
C 15.917 -18.328 11.276
H 16.460 -20.341 7.861
H 14.976 -21.110 8.249
H 16.670 -21.911 8.502
H 15.756 -18.503 9.217
H 16.959 -18.099 11.499
H 15.524 -19.067 11.974
H 15.400 -17.368 11.299
C 10.524 -16.652 1.338
C 10.546 -15.188 1.155
O 9.781 -14.677 0.331
N 11.492 -14.524 1.886
C 11.717 -13.074 1.796
H 9.611 -17.044 0.890
H 10.501 -17.069 2.345
H 11.385 -17.162 0.907
H 12.124 -14.992 2.520
H 11.940 -12.866 0.750
H 12.586 -12.854 2.415
H 10.912 -12.453 2.191
C 10.179 -15.524 7.345
C 10.380 -14.087 6.894
O 10.410 -13.263 8.106
S 9.726 -14.046 9.339
O 8.470 -13.433 9.740
O 10.589 -14.405 10.474
O 9.413 -15.407 8.479
H 11.188 -15.862 7.580
H 9.735 -16.140 6.563
H 9.655 -13.620 6.226
H 11.308 -13.976 6.333



(5)
17
Properties=species:S:1:pos:R:3 method="wB97M-V/def2-TZVPD" homo_ev=-4.27 e_lumo_ev=3.76 e_above_lowest_kj_mol=428.1 charge=-1 gap_ev=8.030
C -0.379 -0.160 0.801
N 0.775 0.599 0.381
C 2.010 -0.152 -0.091
O 3.028 0.548 0.143
O 1.916 -1.267 -0.590
C -1.636 -0.233 -0.241
C -1.913 1.174 -1.022
N -2.973 -0.593 0.725
H 0.010 -1.258 1.025
H -0.776 0.386 1.708
H 1.233 1.288 0.981
H -1.245 -0.855 -1.046
H -1.087 1.331 -1.644
H -2.799 1.127 -1.736
H -2.124 1.906 -0.360
H -3.783 -0.663 0.071
H -2.087 -1.321 0.153



(6)
17
Properties=species:S:1:pos:R:3 method="wB97M-V/def2-TZVPD" s2=0.766 homo_ev="-14.93 / -14.85" e_lumo_ev="-3.56 / -8.54" e_above_lowest_kj_mol=111.4 charge=+1 gap_ev="11.375 / 6.306" multiplicity=2
N 0.472 -1.384 -1.333
C -0.546 -1.408 -0.282
C -0.191 -0.511 0.870
N -0.031 0.824 0.446
C 0.642 1.728 1.337
O 0.018 -0.876 1.995
H 1.363 -1.650 -0.942
H 0.213 -2.039 -2.061
H -1.500 -1.089 -0.726
H -0.767 -2.421 0.067
H -0.346 1.107 -0.503
H 0.194 2.727 1.325
H 0.545 1.376 2.361
H 1.686 1.885 1.053
H -0.679 1.368 -2.932
H 0.147 0.449 -1.982
O -0.451 1.196 -2.022



(7)
19
Properties=species:S:1:pos:R:3 method="wB97M-V/def2-TZVPD" homo_ev=-8.30 e_lumo_ev=-1.56 smiles="N#CS[P@](=S)(N=C=S)c1ccccc1" gap_ev=6.743
N 1.306 -0.412 -2.909
C 1.680 0.565 -2.463
S 2.034 1.968 -1.559
P 1.303 1.519 0.271
S 1.838 2.752 1.687
N 2.282 -0.453 0.426
C 2.908 -1.466 0.611
S 3.825 -2.842 0.610
C -0.207 0.692 0.262
C -1.054 0.735 -0.803
C -2.252 0.018 -0.784
C -2.584 -0.724 0.349
C -1.646 -0.864 1.402
C -0.471 -0.179 1.367
H -0.879 1.262 -1.720
H -3.014 0.018 -1.576
H -3.564 -1.280 0.405
H -1.804 -1.364 2.329
H 0.297 0.056 2.093



(8)
81
Properties=species:S:1:pos:R:3 method="wB97M-V/def2-TZVPD" homo_ev=-9.88 e_lumo_ev=-0.53 e_above_lowest_kj_mol=0.0 smiles="CCCCCCCCCCC[C@@H]1OC(=O)O[C@H]1N(C)C(C)=O.O=[N+]([O-])c1ccccc1.O=[N+]([O-])c1ccccc1" gap_ev=9.358
C 6.167 0.678 -0.327
C 4.974 1.392 -0.972
C 5.385 2.661 -1.725
C 4.234 3.635 -1.973
C 3.740 4.359 -0.707
C 2.477 3.755 -0.057
C 1.211 4.629 -0.132
C 0.512 4.782 1.214
C -0.759 5.627 1.181
C -1.874 5.140 0.249
C -2.589 3.888 0.800
C -2.497 2.569 0.030
O -1.216 2.376 -0.593
C -1.306 2.748 -1.886
O -0.395 2.875 -2.629
O -2.611 2.948 -2.234
C -3.433 2.471 -1.184
N -3.922 1.112 -1.445
C -5.349 1.011 -1.114
C -3.633 0.547 -2.723
C -2.188 0.235 -3.012
O -4.520 0.246 -3.474
H 7.079 0.848 -0.905
H 6.339 1.038 0.689
H 6.012 -0.401 -0.269
H 4.254 1.667 -0.196
H 4.474 0.715 -1.669
H 6.168 3.173 -1.153
H 5.833 2.380 -2.683
H 4.552 4.370 -2.717
H 3.393 3.094 -2.423
H 4.555 4.377 0.024
H 3.541 5.405 -0.956
H 2.261 2.791 -0.527
H 2.684 3.534 0.996
H 0.534 4.203 -0.871
H 1.472 5.628 -0.502
H 0.301 3.802 1.658
H 1.221 5.268 1.894
H -1.188 5.648 2.190
H -0.501 6.663 0.940
H -2.607 5.945 0.170
H -1.503 4.990 -0.767
H -3.661 4.091 0.893
H -2.233 3.703 1.817
H -2.692 1.743 0.709
H -4.308 3.112 -1.071
H -5.474 1.224 -0.050
H -5.689 -0.003 -1.302
H -5.964 1.703 -1.696
H -1.844 0.867 -3.834
H -1.548 0.420 -2.152
H -2.116 -0.810 -3.307
O 2.395 -4.956 0.078
N 1.451 -4.259 0.392
O 1.307 -3.752 1.490
C 0.395 -4.037 -0.610
C 0.524 -4.635 -1.851
C -0.480 -4.438 -2.785
C -1.584 -3.658 -2.466
C -1.688 -3.067 -1.214
C -0.692 -3.253 -0.269
H 1.391 -5.238 -2.073
H -0.402 -4.898 -3.760
H -2.370 -3.513 -3.196
H -2.550 -2.462 -0.968
H -0.759 -2.809 0.712
O -3.717 -6.101 3.012
N -2.561 -5.921 2.687
O -2.210 -5.288 1.709
C -1.509 -6.513 3.536
C -1.886 -7.290 4.616
C -0.891 -7.845 5.405
C 0.446 -7.614 5.108
C 0.798 -6.824 4.022
C -0.186 -6.266 3.222
H -2.932 -7.453 4.828
H -1.162 -8.459 6.253
H 1.218 -8.050 5.729
H 1.838 -6.635 3.794
H 0.064 -5.638 2.382